{
  "formula": "C44H45FN9O12S2Ti",
  "method": "the ωB97M-V functional and the def2-TZVPD basis",
  "elements": ["Ti", "C", "C", "C", "C", "C", "C", "C", "C", "C", "C", "H", "H", "H", "H", "H", "H", "H", "H", "H", "H", "H", "H", "H", "H", "H", "F", "C", "C", "C", "C", "O", "C", "C", "N", "C", "C", "C", "C", "C", "C", "N", "C", "C", "N", "C", "C", "C", "O", "O", "H", "H", "H", "H", "H", "H", "H", "H", "H", "H", "H", "H", "H", "H", "H", "H", "H", "H", "C", "N", "C", "C", "N", "C", "H", "H", "H", "H", "H", "H", "O", "S", "O", "N", "C", "S", "C", "C", "C", "C", "C", "C", "H", "H", "H", "H", "O", "N", "O", "C", "C", "C", "C", "O", "C", "C", "N", "O", "O", "N", "O", "O", "H", "H"],
  "positions_angstrom": [[0.92119, 1.80827, 1.90583], [2.20751, -0.44686, 3.52479], [2.39940, 0.84931, 4.00343], [2.94238, 1.66114, 2.95132], [3.08591, 0.80849, 1.81229], [2.60960, -0.47231, 2.17611], [2.53654, -1.67820, 1.30261], [3.89873, 1.15441, 0.60438], [3.65340, 2.97508, 3.13785], [2.03368, 1.36473, 5.35562], [1.51102, -1.56461, 4.22372], [1.52903, -2.10434, 1.29654], [3.21791, -2.45203, 1.67014], [2.82630, -1.45370, 0.27525], [3.86428, 2.22348, 0.39520], [3.55429, 0.62982, -0.29255], [4.95167, 0.88271, 0.73803], [3.18225, 3.80498, 2.61060], [4.69020, 2.90343, 2.79830], [3.67718, 3.25132, 4.19164], [1.97572, 2.45250, 5.36265], [2.77177, 1.06688, 6.10581], [1.06678, 0.97506, 5.68290], [0.61248, -1.86499, 3.67612], [1.19467, -1.27335, 5.22479], [2.14759, -2.44766, 4.32483], [0.41617, -3.45516, -2.39485], [0.62213, -2.17031, -2.73886], [0.74369, -1.23891, -1.74906], [0.87982, 0.10786, -2.09165], [0.89164, 1.10504, -1.02036], [0.80253, 0.69897, 0.15731], [1.00972, 2.46846, -1.40814], [1.06589, 2.75797, -2.73630], [1.05000, 1.84621, -3.73403], [1.05642, 2.27321, -5.11263], [2.27591, 1.99993, -5.94484], [1.95076, 3.40161, -5.51229], [0.92562, 0.49370, -3.43223], [0.81776, -0.48370, -4.43303], [0.64283, -1.81311, -4.09649], [0.46831, -2.76921, -5.14042], [0.71650, -4.18567, -4.90618], [0.75257, -4.88421, -6.27900], [0.97216, -3.82373, -7.32063], [-0.25442, -2.95772, -7.44357], [-0.68341, -2.59445, -6.01257], [1.13363, 3.60289, -0.42307], [0.87073, 4.73336, -0.76985], [1.58317, 3.23713, 0.74137], [0.63866, -1.55277, -0.71940], [1.11362, 3.79502, -3.04085], [0.08747, 2.20290, -5.59434], [2.12704, 1.73038, -6.98150], [3.10430, 1.51554, -5.44689], [1.56745, 4.09928, -6.24150], [2.58397, 3.83633, -4.75282], [0.87216, -0.19833, -5.47402], [-0.05456, -4.66781, -4.30052], [1.66988, -4.30129, -4.39426], [-0.19205, -5.36174, -6.53303], [1.55245, -5.61581, -6.36145], [1.25473, -4.21176, -8.21817], [1.71657, -3.21483, -6.96847], [-1.00377, -3.53682, -7.97958], [0.03344, -2.09394, -8.04063], [-1.51673, -3.23334, -5.69371], [-1.03311, -1.56691, -5.98275], [-4.60662, 1.48405, 1.64981], [-3.35108, 2.16094, 1.35405], [-3.11273, 3.51690, 1.27571], [-1.77062, 3.65268, 1.10735], [-1.18447, 2.40361, 1.08485], [-2.17391, 1.53781, 1.24261], [-5.41675, 1.96790, 1.10867], [-4.80040, 1.51405, 2.72090], [-4.52172, 0.44767, 1.32873], [-3.90810, 4.23675, 1.35104], [-1.18106, 4.54853, 0.99722], [-2.06995, 0.46019, 1.28752], [-4.98930, -4.56085, -0.94894], [-4.44717, -4.44400, 0.38068], [-5.32165, -4.70034, 1.49127], [-3.67990, -3.01205, 0.55556], [-2.38684, -3.15473, 0.69422], [-1.26893, -1.89981, 0.80581], [-1.92895, -4.59403, 0.68188], [-0.64585, -5.10330, 0.79712], [-0.47714, -6.47997, 0.73609], [-1.56941, -7.32923, 0.55732], [-2.85504, -6.81630, 0.43784], [-2.99701, -5.44443, 0.50881], [0.18388, -4.42306, 0.94298], [0.51400, -6.90404, 0.83914], [-1.41325, -8.39993, 0.51985], [-3.71090, -7.46389, 0.30324], [-4.62808, 3.35435, 6.60680], [-3.88142, 4.28390, 6.37176], [-4.05577, 5.42458, 6.75539], [-2.69531, 4.01532, 5.54520], [-1.88025, 5.06592, 5.19165], [-0.76350, 4.78457, 4.42193], [-0.42947, 3.49698, 3.95511], [0.58275, 3.28598, 3.19054], [-1.34221, 2.46026, 4.34172], [-2.44901, 2.71328, 5.13949], [-1.19233, 1.13407, 3.90691], [-1.98177, 0.22986, 4.22939], [-0.18954, 0.82078, 3.08134], [0.08775, 5.94164, 4.08351], [1.26697, 5.75392, 3.88093], [-0.45893, 7.03040, 4.03515], [-2.09254, 6.07570, 5.50231], [-3.09956, 1.89956, 5.41661]],
  "e_tot_ha": -4844.864744,
  "homo_energy_ev": [-6.138, -7.048],
  "relative_energy_kcal_mol": 25.8,
  "multiplicity": 2
}

---

{
  "formula": "C54H56CoN3O7P2S2Si2Te",
  "method": "the ωB97M-V functional and the def2-TZVPD basis",
  "elements": ["Co", "O", "C", "C", "C", "C", "C", "C", "C", "P", "C", "C", "C", "C", "C", "C", "C", "C", "C", "C", "C", "C", "H", "H", "H", "H", "H", "H", "H", "H", "H", "H", "H", "H", "H", "H", "O", "S", "O", "O", "C", "C", "C", "C", "C", "C", "P", "C", "C", "C", "C", "C", "C", "C", "C", "C", "C", "C", "C", "H", "H", "H", "H", "H", "H", "H", "H", "H", "H", "H", "H", "H", "H", "C", "Si", "C", "C", "C", "Te", "C", "Si", "C", "C", "C", "H", "H", "H", "H", "H", "H", "H", "H", "H", "H", "H", "H", "H", "H", "H", "H", "H", "H", "H", "H", "H", "H", "O", "S", "O", "O", "C", "N", "C", "C", "C", "N", "C", "C", "C", "N", "C", "C", "H", "H", "H", "H", "H", "H"],
  "positions_angstrom": [[-0.12179, 0.52467, -0.65417], [1.03829, -0.70941, 1.37673], [0.52963, 0.34721, 1.07673], [0.27295, 1.41610, 2.10771], [0.65450, 1.21042, 3.42997], [0.41060, 2.18541, 4.37930], [-0.21397, 3.37392, 4.00632], [-0.57983, 3.58645, 2.68732], [-0.34340, 2.60632, 1.72563], [-0.67508, 2.87216, -0.06296], [-2.44640, 3.28845, -0.21423], [-2.93463, 3.47443, -1.50683], [-4.28932, 3.65547, -1.73575], [-5.17805, 3.62551, -0.67102], [-4.70309, 3.41642, 0.61531], [-3.34628, 3.24757, 0.84386], [0.17043, 4.50043, -0.25657], [-0.36681, 5.54833, -0.99928], [0.35323, 6.71850, -1.19873], [1.62410, 6.85789, -0.66451], [2.17601, 5.81501, 0.06749], [1.45875, 4.64671, 0.26389], [1.14187, 0.27856, 3.68603], [0.70957, 2.02956, 5.40723], [-0.40433, 4.14098, 4.74609], [-1.03939, 4.52437, 2.39690], [-2.25192, 3.44876, -2.34935], [-4.65220, 3.79481, -2.74575], [-6.24000, 3.73848, -0.84625], [-5.39331, 3.35871, 1.44601], [-2.99835, 3.04158, 1.84695], [-1.36362, 5.46483, -1.40895], [-0.08453, 7.52435, -1.77314], [2.18127, 7.77310, -0.81409], [3.16737, 5.91286, 0.49048], [1.90463, 3.83915, 0.83333], [-3.91943, -0.46602, 1.26280], [-2.83194, -0.74328, 0.36639], [-2.01465, -1.90760, 0.64777], [-1.99850, 0.47231, 0.11606], [-3.50160, -1.05586, -1.25102], [-4.85567, -0.89793, -1.48101], [-5.37285, -1.20091, -2.73341], [-4.53269, -1.66149, -3.73361], [-3.17261, -1.80654, -3.49673], [-2.63323, -1.49808, -2.25416], [-0.81845, -1.60709, -1.92209], [-0.16320, -1.26999, -3.61540], [-0.23542, 0.07078, -4.00351], [0.31973, 0.50296, -5.19369], [0.98038, -0.40367, -6.01611], [1.04886, -1.73705, -5.65048], [0.46837, -2.16992, -4.46319], [-0.55206, -3.39887, -1.68599], [-1.60729, -4.24021, -1.34454], [-1.38378, -5.58967, -1.12180], [-0.10344, -6.11395, -1.22722], [0.95880, -5.27843, -1.53719], [0.73733, -3.92708, -1.75522], [-5.48448, -0.55487, -0.67178], [-6.43170, -1.08607, -2.92554], [-4.93421, -1.90099, -4.70992], [-2.52460, -2.15850, -4.28953], [-0.72345, 0.79237, -3.34877], [0.25437, 1.54633, -5.47498], [1.45028, -0.06848, -6.93124], [1.57191, -2.44505, -6.27965], [0.53163, -3.21691, -4.19939], [-2.60358, -3.83657, -1.22785], [-2.21433, -6.23063, -0.85744], [0.06740, -7.16923, -1.06024], [1.96578, -5.67028, -1.59843], [1.58639, -3.28983, -1.97389], [7.10645, -5.33633, -0.34349], [5.64849, -4.17912, -0.57314], [6.32409, -2.46176, -0.92045], [4.60737, -4.75523, -2.00423], [4.60218, -4.21714, 0.99172], [3.27238, -2.53090, 1.12444], [1.53252, -3.69641, 1.58007], [1.07464, -3.91091, 3.39465], [2.57691, -3.74715, 4.50180], [0.40152, -5.65154, 3.61367], [-0.25096, -2.68619, 3.88440], [7.66534, -5.41469, -1.27743], [6.78513, -6.34037, -0.06237], [7.78840, -4.97045, 0.42533], [6.44950, -2.33306, -1.99766], [7.30013, -2.32196, -0.45232], [5.66428, -1.66750, -0.56399], [5.12789, -4.57393, -2.94438], [3.66468, -4.20436, -2.04076], [4.38010, -5.82150, -1.93333], [5.22502, -4.25500, 1.88690], [3.97464, -5.10966, 0.99157], [1.66320, -4.65679, 1.07994], [0.72261, -3.16855, 1.07180], [3.35637, -4.44361, 4.18463], [2.33329, -3.95967, 5.54425], [2.99606, -2.74189, 4.44177], [1.15754, -6.40276, 3.37936], [-0.45824, -5.82547, 2.96408], [0.07685, -5.81058, 4.64372], [0.17258, -1.76241, 4.27945], [-0.91066, -3.10593, 4.64575], [-0.85682, -2.41634, 3.01922], [6.52182, -2.41783, -6.78793], [7.29327, -2.08221, -5.60280], [6.97757, -2.87309, -4.42857], [8.70326, -1.84867, -5.82063], [6.61023, -0.44040, -5.21632], [7.08905, 0.61259, -5.88338], [6.52231, 1.78222, -5.63178], [5.47929, 1.94080, -4.73600], [5.04428, 0.78802, -4.10365], [5.61369, -0.39386, -4.33900], [3.89696, 0.77799, -3.14287], [3.23570, 1.93722, -2.75074], [2.13905, 1.84981, -1.92063], [1.65971, 0.68581, -1.46106], [2.34265, -0.42872, -1.78179], [3.44407, -0.43065, -2.61444], [6.91419, 2.63547, -6.17756], [5.03563, 2.91018, -4.55812], [3.55515, 2.91564, -3.08135], [1.60354, 2.74528, -1.62957], [1.99023, -1.34576, -1.32698], [3.95165, -1.35094, -2.86856]],
  "e_tot_ha": -6491.347332,
  "charge": -1,
  "homo_energy_ev": [-5.229, -5.263],
  "relative_energy_kcal_mol": 7.1,
  "multiplicity": 2
}

---

{
  "formula": "C3H8N2",
  "method": "the ωB97M-V functional and the def2-TZVPD basis",
  "elements": ["C", "N", "H", "H", "H", "C", "C", "N", "H", "H", "H", "H", "H"],
  "positions_angstrom": [[-3.06136, 1.82094, -0.92043], [-2.37913, 2.13120, 0.18712], [-4.05989, 2.28287, -1.20002], [-2.54247, 1.01101, -1.54440], [-2.26433, 1.29895, 0.71977], [1.98333, 0.16964, 0.35188], [1.48179, -1.05819, 0.00804], [1.72975, -2.24007, 0.65849], [2.37631, 0.25822, 1.40999], [2.08729, 0.98835, -0.44295], [1.07940, -1.32923, -1.02139], [2.23854, -2.27215, 1.45467], [1.33078, -3.06154, 0.33922]],
  "e_tot_ha": -228.474812,
  "homo_energy_ev": -8.000,
  "relative_energy_kcal_mol": 109.1,
  "smiles": "C=CN.C=N"
}

---

{
  "formula": "C23H34F2NO5S2",
  "method": "the ωB97M-V functional and the def2-TZVPD basis",
  "elements": ["C", "C", "O", "N", "H", "H", "C", "H", "H", "H", "H", "H", "H", "F", "C", "C", "C", "C", "C", "C", "H", "H", "H", "H", "H", "F", "C", "C", "C", "C", "C", "C", "H", "H", "H", "H", "H", "C", "C", "C", "S", "O", "O", "C", "H", "H", "H", "H", "H", "H", "H", "H", "C", "C", "C", "S", "O", "O", "C", "H", "H", "H", "H", "H", "H", "H", "H"],
  "positions_angstrom": [[-1.74474, 1.30200, -0.29587], [-2.19946, 0.26274, 0.49884], [-3.38273, 0.24014, 0.82455], [-1.22135, -0.81798, 0.97866], [-1.62677, -1.68493, 1.38996], [-0.58267, -0.89282, 0.35928], [-0.73045, -0.44412, 2.27935], [-0.65956, 1.39288, -0.30409], [-1.91169, 2.33788, 0.07925], [-2.31871, 1.19480, -1.30961], [-0.06851, 0.55248, 2.37013], [-0.08683, -1.35682, 2.58856], [-1.51819, -0.38555, 2.81269], [-3.44048, 5.89401, -6.29354], [-3.40888, 5.52300, -4.95766], [-2.19945, 5.48933, -4.21675], [-2.21046, 4.91580, -3.08686], [-3.36961, 4.36885, -2.47900], [-4.55284, 4.30900, -3.24095], [-4.54511, 4.82694, -4.47672], [-1.35312, 6.01235, -4.46826], [-1.35847, 4.77235, -2.58852], [-3.17940, 4.10094, -1.62042], [-5.43634, 3.88691, -2.81293], [-5.49907, 4.67419, -4.95203], [1.45182, 2.74804, 4.21513], [1.19957, 3.12996, 3.01859], [0.09611, 3.96185, 2.70721], [-0.31295, 4.31172, 1.43682], [0.45097, 3.89910, 0.35161], [1.70281, 3.09606, 0.58593], [2.02645, 2.66751, 1.86569], [-0.48131, 4.15817, 3.64038], [-1.29718, 4.98994, 1.28894], [0.27267, 4.23819, -0.63547], [2.31874, 2.80861, -0.32592], [2.82450, 2.03989, 2.00005], [1.29090, -4.02104, 3.02536], [1.61905, -5.16919, 2.16205], [0.65139, -5.39023, 1.16871], [-0.89767, -4.73596, 1.86590], [-1.89750, -5.73397, 2.24837], [-1.38355, -3.53693, 1.21120], [-0.22011, -4.14992, 3.42496], [1.34598, -3.00262, 2.46009], [1.83547, -3.99171, 3.84788], [1.83915, -5.97311, 2.81263], [2.60062, -4.77285, 1.84271], [0.19077, -6.43611, 1.02125], [0.87362, -5.06265, 0.24957], [-0.30346, -4.75804, 4.34755], [-0.81602, -3.20288, 3.55026], [2.94849, -3.08970, -2.41742], [3.02141, -3.28695, -0.90488], [3.32026, -2.02054, -0.39449], [2.36531, -0.83639, -1.21790], [3.11330, 0.31188, -1.39283], [1.10095, -0.66374, -0.62116], [2.26248, -1.81218, -2.56982], [2.12441, -3.86523, -2.95616], [4.06291, -3.05187, -2.87009], [3.69718, -4.18099, -0.52877], [2.14197, -3.56552, -0.49191], [4.24580, -1.64699, -0.62559], [3.22177, -1.87097, 0.76412], [2.81358, -1.18608, -3.21975], [1.18424, -1.82094, -3.01884]],
  "e_tot_ha": -2323.278412,
  "charge": 1,
  "homo_energy_ev": -10.784
}